# 1
Below is an isolated molecule of C6H10O at a distorted geometry, with properties calculated with the ωB97M-V functional and the def2-TZVPD basis.

```
17
Properties=species:S:1:pos:R:3:forces:R:3
C 1.9750 -0.7572 -0.2441 -3.23 0.78 0.81
C 0.5298 0.0916 0.5658 0.01 -0.81 -0.71
C 0.0866 1.4302 -0.1114 0.11 -0.30 -0.18
C -1.4081 1.2427 -0.2502 -0.03 -0.19 0.06
C -1.8110 0.0369 0.1459 -0.10 0.10 -0.11
C -0.6590 -0.8552 0.5259 -0.31 -0.03 0.13
O -0.4839 -1.8875 -0.4278 -0.46 -0.16 -0.35
H 1.9748 -0.6239 -1.3319 -0.02 0.66 0.59
H 2.1852 0.0077 0.4464 3.68 0.52 0.08
H 2.0638 -1.8272 -0.0145 -0.16 0.80 0.59
H 0.7323 0.3624 1.6360 0.48 -0.67 -0.91
H 0.5665 1.5729 -1.0858 -0.07 0.02 0.00
H 0.3131 2.3413 0.4705 0.06 -0.50 -0.05
H -2.0663 2.0180 -0.6381 0.15 -0.12 0.08
H -2.8242 -0.3452 0.1101 0.00 0.12 0.01
H -0.7877 -1.3697 1.4829 -0.09 0.04 -0.13
H -0.3868 -1.4377 -1.2798 -0.02 -0.26 0.11
```
Positions in Å, forces in eV/Å.

Computed properties:
Net charge: 0
HOMO-LUMO gap (eV): 10.3
Maximum force (eV/Å): 3.72

Atom charges from the natural (NBO) analysis, given in e for atoms 1 to 8:
1. C -0.6483
2. C -0.2063
3. C -0.4670
4. C -0.1712
5. C -0.2218
6. C 0.0283
7. O -0.7013
8. H 0.2025

# 2
Below is a cluster of 13 separate species, C13H52N10O13 in total at a distorted geometry, with properties calculated with the ωB97M-V functional and the def2-TZVPD basis.

```
88
Properties=species:S:1:pos:R:3:forces:R:3
C -3.2885 -0.4322 -0.7058 -7.98 -0.06 0.16
O -4.7109 -0.1752 -0.8120 8.09 -1.24 0.31
N -2.7662 -1.1545 0.2797 -0.80 -0.63 2.41
N -2.3530 -0.0637 -1.5792 -0.49 0.35 -3.97
H -3.3547 -1.3912 1.1002 0.44 0.48 -1.15
H -1.7308 -1.3219 0.3880 -1.86 0.16 -0.12
H -2.5983 0.0383 -2.5996 0.05 0.09 1.90
H -1.3498 -0.1456 -1.3635 -0.60 -0.25 -0.37
C 1.5080 -1.9481 3.6014 -3.50 -2.38 -3.58
O 0.7182 -2.6684 2.7229 3.43 2.43 4.57
N 1.8848 -2.3538 4.8183 0.13 -2.50 1.47
N 1.8369 -0.7301 3.2673 1.08 2.37 -0.58
H 1.5199 -3.3063 5.0849 1.08 1.66 -0.28
H 2.6334 -1.8799 5.3781 -1.42 -0.82 -0.97
H 1.2156 -0.2801 2.5578 0.50 -0.07 0.00
H 2.5187 -0.1477 3.7914 -1.08 -0.75 -0.45
C -2.5708 3.4221 -0.9539 -2.41 7.86 4.56
O -2.8534 4.4214 -0.0484 0.48 -4.45 -4.98
N -1.8926 2.4106 -0.5602 1.35 -4.83 2.25
N -2.6936 3.5590 -2.2650 0.09 -1.61 -3.77
H -1.9805 2.3285 0.4567 0.65 0.51 -0.19
H -1.9782 1.4534 -0.9894 -0.31 1.78 -0.12
H -3.3812 4.1486 -2.6737 -0.33 0.70 0.20
H -2.2916 2.8328 -2.9725 -1.43 1.20 1.85
C 0.1011 -0.3872 0.2729 1.93 3.86 6.45
O 0.2185 0.4321 1.4212 -0.77 -3.63 -5.67
N -0.1676 -1.6474 0.3270 -0.13 -1.86 -3.20
N 0.2005 0.1138 -0.9429 1.62 1.76 -1.43
H 0.0271 -2.1781 1.1129 0.61 -1.07 2.76
H -0.3168 -2.1851 -0.5985 0.44 0.78 1.68
H 0.5165 1.0819 -0.8436 -0.16 0.09 -0.65
H 0.6893 -0.3897 -1.7230 -0.95 -0.07 1.43
C 1.1212 3.3788 -2.1456 5.73 -0.30 -1.89
O 2.4510 3.3571 -2.6348 -6.54 0.11 1.97
N 0.0410 3.8082 -2.7498 -2.14 1.06 -2.57
N 0.7910 2.8939 -0.9788 -0.29 -1.28 2.28
H 0.1089 3.9546 -3.7372 0.20 0.32 -0.29
H -0.9803 3.6893 -2.4414 2.66 0.65 -0.17
H 1.5722 2.7280 -0.3846 0.48 0.23 0.92
H -0.2226 2.7573 -0.6771 1.58 0.76 -0.27
C -2.5148 1.8469 2.6361 0.55 2.52 0.62
O -1.7769 2.9930 2.0615 -0.50 -1.83 1.46
H -3.3531 2.1476 3.2485 -0.22 0.49 0.15
H -1.9229 1.1964 3.2262 1.07 -0.52 0.43
H -2.9264 1.3239 1.8455 -0.74 -1.22 -1.74
H -1.9043 3.7524 2.6306 -0.15 0.19 -0.15
C -0.6006 -3.4486 -2.8822 2.33 1.69 0.50
O -0.9704 -3.3292 -1.4830 -0.98 -0.70 -1.59
H 0.4717 -3.6698 -2.7550 -0.32 -0.19 -0.55
H -0.6077 -2.4213 -3.3968 -0.55 -1.54 0.57
H -1.0440 -4.2580 -3.4481 -0.54 0.06 0.20
H -1.9321 -3.3528 -1.4588 -0.29 0.16 0.35
C 2.7443 -0.3899 -2.5090 1.18 3.09 -0.07
O 1.7652 -1.3328 -2.6095 -0.71 -3.01 -1.27
H 3.3214 -0.3890 -3.4303 0.49 0.21 0.10
H 3.3613 -0.5692 -1.6262 0.22 0.28 -0.10
H 2.2683 0.6364 -2.4644 0.81 -0.89 0.18
H 2.2084 -2.0511 -3.1182 -1.22 0.34 0.67
C -0.3250 1.0023 -4.0822 -0.09 -2.03 0.02
O -1.3884 1.8584 -4.2678 -1.24 1.91 -0.93
H 0.4118 1.1682 -4.8147 1.10 0.04 -1.09
H -0.8159 0.0331 -4.2494 1.12 -0.60 0.45
H 0.2176 1.0802 -3.1465 -0.68 0.28 0.28
H -1.4771 1.9342 -5.2384 -0.33 0.21 0.86
C 0.8217 2.6242 4.2312 -0.37 1.52 0.81
O 2.1699 3.0131 3.9240 -0.32 -1.15 0.04
H 0.7028 2.2324 5.2604 0.38 0.42 -0.06
H 0.5403 1.7656 3.6234 -0.22 0.62 -0.63
H 0.1733 3.5790 4.1634 0.51 -1.96 -0.28
H 2.2797 3.9350 4.1259 0.03 0.44 0.11
C 1.9492 -4.5808 0.5159 -1.65 -1.08 -0.43
O 2.5049 -4.8049 -0.7889 -0.39 -1.04 0.44
H 0.9829 -5.2149 0.5076 1.48 1.17 0.47
H 1.7107 -3.5133 0.5703 -0.09 -0.35 0.60
H 2.6012 -4.9074 1.3576 -0.32 0.28 -0.65
H 3.0079 -4.0366 -0.9612 1.03 1.03 -0.50
C 3.2207 1.4698 0.6810 -1.10 1.30 -2.74
O 3.2364 2.8776 0.3546 0.47 -0.46 0.99
H 2.6956 1.3183 1.5671 -0.49 0.04 1.70
H 4.1821 1.0414 0.6518 1.22 -0.56 0.22
H 2.5851 1.0141 -0.1047 0.52 -0.36 0.35
H 3.9141 3.0439 -0.3089 -0.25 -0.04 -0.22
C -1.8562 -4.0412 2.5100 -1.61 -0.42 -1.63
O -1.6058 -4.8354 1.2799 -0.12 0.87 0.74
H -1.0779 -4.1611 3.2396 0.40 0.19 -0.02
H -2.8419 -4.3128 2.9538 0.70 -0.57 -0.43
H -2.0692 -3.0108 2.2171 0.75 0.16 0.24
H -1.2305 -4.2802 0.5611 -0.30 -0.39 1.05
```
Positions in Å, forces in eV/Å.

Computed properties:
Net charge: 0
HOMO-LUMO gap (eV): 8.5
Maximum force (eV/Å): 9.40

Atom charges from the Mulliken analysis, given in e for atoms 1 to 8:
1. C 0.1725
2. O -0.7891
3. N 0.2819
4. N -0.1484
5. H 0.2472
6. H -0.7466
7. H 0.1997
8. H 0.6868

# 3
Below is an isolated molecule of C16H31N3O3, with properties calculated with the ωB97M-V functional and the def2-TZVPD basis.

```
53
Properties=species:S:1:pos:R:3:forces:R:3
C -5.3979 -2.5116 0.3895 0.15 -0.15 -0.14
C -4.0842 -3.1314 -0.0730 0.08 0.09 0.16
C -2.8696 -2.2438 0.1981 -0.23 -0.02 -0.33
C -2.8580 -0.9684 -0.6462 0.10 -0.22 0.30
N -1.6656 -0.1782 -0.3770 -0.02 -0.03 -0.15
C -0.5355 -0.5966 -1.1801 0.24 0.14 0.38
H -0.5848 -0.1997 -2.2119 0.05 -0.09 0.01
C 0.8053 -0.1710 -0.5523 -0.10 -0.57 -0.16
O 1.2032 1.1266 -0.9249 0.15 0.40 -0.18
H 1.5076 1.1111 -1.8438 0.05 0.02 0.07
C 1.8951 -1.1970 -0.9236 -0.25 0.27 0.06
N 3.2042 -0.7093 -0.5633 -0.16 -0.06 -0.24
C 3.8092 -0.8925 0.6438 0.31 0.14 -0.16
O 3.4029 -1.5686 1.5526 -0.06 -0.09 0.27
C 5.1103 -0.0817 0.6031 0.27 -0.02 0.38
N 5.0680 0.4518 -0.7407 0.29 0.13 0.08
C 3.9372 0.1377 -1.4049 0.06 -0.13 0.12
O 3.5999 0.4720 -2.5135 -0.22 0.15 -0.46
H 5.7380 1.1103 -1.0978 -0.12 0.00 -0.10
C 5.0515 1.0267 1.6559 -0.14 -0.20 -0.09
H 4.9200 0.5823 2.6386 0.03 -0.01 0.12
H 4.2116 1.6889 1.4566 -0.06 0.07 0.01
H 5.9715 1.6068 1.6463 0.09 0.05 0.00
C 6.3166 -0.9954 0.8151 -0.29 0.00 0.01
H 6.2056 -1.5208 1.7597 0.05 -0.04 0.11
H 6.3808 -1.7275 0.0134 0.02 -0.07 -0.05
H 7.2346 -0.4127 0.8358 0.09 0.06 0.00
H 1.8962 -1.3586 -2.0061 -0.02 -0.07 0.10
H 1.7252 -2.1374 -0.3979 0.00 0.02 -0.09
H 0.6881 -0.1346 0.5355 -0.02 -0.10 -0.11
H -0.5528 -1.6863 -1.2385 -0.02 -0.04 -0.07
C -1.8961 1.2585 -0.4297 -0.10 0.05 0.32
C -2.5938 1.7497 0.8396 0.19 0.21 -0.12
C -2.5407 3.2692 0.9936 -0.24 -0.13 -0.07
C -3.3463 4.0059 -0.0707 0.18 0.00 0.17
H -4.3785 3.6612 -0.0742 -0.13 -0.02 -0.05
H -2.9246 3.8427 -1.0588 -0.02 0.02 -0.16
H -3.3442 5.0759 0.1259 -0.05 0.11 -0.06
H -1.5001 3.5977 0.9522 0.06 0.02 0.09
H -2.9332 3.5332 1.9787 0.09 0.03 0.02
H -3.6368 1.4271 0.8530 -0.08 -0.06 0.07
H -2.0923 1.2847 1.6900 -0.02 -0.08 0.01
H -2.4773 1.5369 -1.3244 0.09 0.02 -0.04
H -0.9226 1.7455 -0.4918 -0.09 0.06 -0.08
H -2.9388 -1.2283 -1.7157 -0.06 0.06 0.01
H -3.7283 -0.3673 -0.3868 -0.05 0.02 -0.08
H -2.8464 -1.9592 1.2508 0.06 0.02 0.07
H -1.9629 -2.8168 -0.0052 0.08 0.01 0.05
H -4.1418 -3.3476 -1.1426 0.02 -0.11 -0.03
H -3.9422 -4.0813 0.4478 0.00 -0.05 -0.09
H -5.3399 -2.2424 1.4418 -0.04 0.06 0.13
H -6.2145 -3.2186 0.2606 -0.13 0.01 0.02
H -5.6327 -1.6179 -0.1826 -0.10 0.12 -0.02
```
Positions in Å, forces in eV/Å.

Computed properties:
Net charge: 0
HOMO-LUMO gap (eV): 9.1
Maximum force (eV/Å): 0.60

Atom charges from the natural (NBO) analysis, given in e for atoms 1 to 8:
1. C -0.6069
2. C -0.3935
3. C -0.3944
4. C -0.2172
5. N -0.4492
6. C -0.2368
7. H 0.1701
8. C 0.0887

# 4
Below is the ion C4H10NO2 with charge -1, with properties calculated with the ωB97M-V functional and the def2-TZVPD basis.

```
17
Properties=species:S:1:pos:R:3:forces:R:3
C -0.5853 -1.0464 -1.3846 -0.23 0.19 0.08
O -1.3297 -2.2534 -1.2030 0.09 -0.13 0.17
C -0.1761 -0.4154 -0.0636 0.48 -0.47 -0.08
C 0.7360 0.7720 -0.2935 0.10 0.55 0.38
C 1.3217 1.3762 1.0357 0.09 -0.22 -0.37
O 0.4477 1.6203 2.0224 -0.32 -0.01 -0.01
N -1.3455 -0.0270 0.7291 0.11 0.17 0.37
H -1.2207 -0.3433 -1.9420 0.27 0.08 -0.04
H 0.3197 -1.2865 -1.9489 -0.17 -0.08 -0.13
H -1.8769 -2.0795 -0.4277 -0.14 -0.01 -0.11
H 0.4188 -1.1912 0.4576 -0.02 0.12 0.02
H 0.1744 1.5547 -0.8278 0.07 -0.11 0.04
H 1.6154 0.4823 -0.8879 -0.25 -0.03 -0.19
H 1.8865 2.2768 0.6825 0.06 0.10 0.03
H 2.1370 0.6526 1.3128 0.01 -0.06 0.12
H -1.5755 -0.7945 1.3570 -0.03 0.05 -0.05
H -0.9476 0.7023 1.3818 -0.14 -0.13 -0.22
```
Positions in Å, forces in eV/Å.

Computed properties:
Net charge: -1
HOMO-LUMO gap (eV): 6.7
Maximum force (eV/Å): 0.68

Atom charges from the natural (NBO) analysis, given in e for atoms 1 to 8:
1. C -0.0547
2. O -0.7455
3. C -0.0851
4. C -0.4433
5. C 0.0075
6. O -0.9461
7. N -0.9149
8. H 0.1506

Number 1: DFT total energy -309.74356 Ha. Number 2: DFT total energy -2051.95893 Ha. Number 3: DFT total energy -1018.30786 Ha. Number 4: DFT total energy -363.63538 Ha.